Record 1
The following is a DFT calculation (ωB97M-V/def2-TZVPD) of a structure of composition C15H35O22S4V in a non-equilibrium geometry.

Each line ends with the Mulliken spin population.
Positions of all 77 atoms, in Å:
H  0.134  -1.444  3.649  0.0018
O  -0.773  -0.315  0.936  0.0087
C  -0.299  3.804  1.033  0.0000
O  -1.868  -3.708  -2.964  0.0000
V  0.892  0.725  0.051  1.1911
H  -3.980  0.831  1.356  0.0002
C  2.215  1.043  3.186  0.0001
H  3.653  -1.326  4.317  0.0000
S  -1.936  -0.288  1.819  0.0032
O  -0.574  -2.317  -1.321  0.0001
H  3.524  -1.810  0.533  0.0009
H  -5.062  -0.737  -1.695  0.0000
H  -4.419  0.570  -2.874  0.0000
H  3.965  -1.283  2.140  0.0004
C  -4.743  -0.454  -2.695  -0.0001
O  -0.244  1.221  -1.773  -0.0007
O  3.325  3.632  0.352  0.0061
O  1.690  0.562  2.132  -0.0096
C  3.498  -2.360  4.618  0.0001
O  -2.650  -1.456  -2.304  0.0005
C  4.085  -2.556  6.016  0.0000
H  -1.532  1.893  -6.728  0.0000
H  -1.079  4.526  -2.261  0.0001
O  2.800  1.635  -0.485  0.0046
H  2.432  -2.572  4.585  -0.0001
H  3.493  -3.139  6.717  0.0000
H  -2.754  3.130  -4.245  -0.0001
H  -3.483  -1.321  -4.215  0.0000
C  -0.292  3.804  -2.450  0.0024
H  0.211  -3.146  3.895  0.0001
H  -1.801  -3.624  2.556  0.0000
H  0.442  3.744  -1.647  -0.0007
H  -1.125  -2.371  4.587  0.0000
H  -2.979  0.721  -0.118  -0.0005
O  4.192  -3.252  3.710  0.0000
H  -3.863  -0.740  0.506  -0.0002
H  -4.356  -2.441  -3.164  0.0000
O  -1.922  0.449  3.046  0.0019
H  -0.214  -0.650  -3.501  0.0004
C  -0.610  -1.569  -3.924  -0.0002
O  1.842  0.384  4.331  -0.0003
H  4.358  -1.570  6.391  0.0000
H  -2.458  3.494  -6.511  0.0000
S  3.507  -3.524  2.275  0.0001
C  -1.780  2.751  -6.103  0.0000
H  -0.818  3.226  -5.898  0.0000
H  0.196  -2.149  -4.364  0.0001
S  -1.138  2.165  -2.395  0.0033
H  -0.614  -2.834  1.583  -0.0001
O  4.054  -4.743  1.745  -0.0001
C  -3.349  0.184  0.750  0.0016
O  -1.274  1.760  -3.962  0.0003
O  2.888  2.070  3.284  0.0031
H  -1.401  -1.325  -4.627  0.0000
O  1.540  -0.636  -0.344  -0.2114
S  -1.355  -2.453  -2.513  0.0000
H  0.182  3.944  -3.418  0.0001
H  -1.143  5.355  0.923  0.0001
H  -3.219  1.661  -4.943  0.0000
H  -5.632  -0.504  -3.336  0.0000
H  5.156  -2.310  1.190  -0.0001
O  4.645  2.692  -1.208  -0.0011
O  -1.346  4.507  0.479  0.0000
O  0.473  4.407  1.779  -0.0002
C  -2.323  2.262  -4.761  0.0001
O  -2.347  -1.777  2.112  0.0000
H  2.308  0.847  5.039  0.0000
C  -0.495  -2.334  3.696  -0.0017
O  -0.123  2.615  0.601  -0.0059
C  3.558  2.693  -0.391  0.0000
C  4.118  -2.068  1.403  -0.0008
H  5.030  -3.098  5.931  0.0000
O  2.066  -3.372  2.398  0.0002
H  4.374  2.117  -1.940  0.0003
C  -1.257  -2.683  2.451  0.0015
O  -2.449  2.357  -1.841  0.0001
C  -3.763  -1.525  -3.179  0.0001

⟨S²⟩   0.774
Net charge   -1
HOMO (alpha / beta)   -5.382 / -5.363 eV
ΔE to the lowest compared entry with this formula, charge and spin   39.81 kcal/mol
2S+1   2

=====

Record 2
The following is a DFT calculation (ωB97M-V/def2-TZVPD) of a cluster of 3 separate species, C15H36BO in total in a non-equilibrium geometry.

Each line ends with the Mulliken charge.
Positions of all 53 atoms, in Å:
C  3.541  -3.324  -1.957  -0.3172
C  -3.560  2.343  0.779  -0.4003
H  -1.188  2.698  -1.756  0.3834
H  6.783  -3.101  -2.051  0.1877
O  2.158  -5.123  -1.096  -0.5783
H  4.555  -5.195  -3.070  -0.1992
C  2.060  1.097  1.296  -0.6135
H  3.852  -3.157  -0.881  0.0654
C  0.178  -0.511  2.031  -0.8180
C  2.357  -4.360  -2.048  0.0045
H  6.016  -4.256  -0.816  0.2561
H  -2.894  3.973  -0.490  0.3539
H  -1.664  3.321  0.573  0.3645
H  1.473  -3.308  0.394  0.3071
C  -5.573  3.086  -0.660  -0.3802
H  1.763  2.454  2.961  0.2845
H  1.299  -1.701  -0.301  0.2581
H  0.221  -0.207  3.083  0.3772
C  -1.965  2.166  -1.203  -1.1999
C  -4.835  1.940  0.034  -0.7741
H  -0.877  -0.733  1.828  0.3202
H  -1.527  1.247  -0.807  0.2019
H  -5.258  4.639  0.833  0.2843
H  2.257  1.900  0.577  0.3804
C  -2.501  3.039  -0.075  -0.4754
H  6.811  -4.938  -2.324  0.1518
H  2.047  -1.610  2.105  0.2287
H  1.791  -4.363  -3.027  0.2823
H  -6.627  4.924  -0.239  0.3760
H  0.635  -2.535  2.572  0.4009
H  -3.818  2.996  1.619  0.3516
H  -4.596  1.174  -0.710  0.3177
B  4.804  -4.039  -2.798  0.0957
H  -0.048  1.516  1.366  0.0792
H  2.735  0.279  1.029  0.2749
H  3.177  -2.376  -2.446  0.1489
C  0.997  -1.790  1.855  -0.5613
H  -4.934  3.549  -1.418  0.2341
H  -0.138  -2.611  0.199  0.2811
C  0.604  0.661  1.144  0.0879
H  -3.121  1.443  1.224  0.1577
H  -2.749  1.896  -1.913  0.3604
H  -6.756  3.716  1.045  0.2866
C  -6.079  4.151  0.305  -1.1851
H  2.268  0.826  3.446  0.2924
H  0.420  0.409  0.096  0.2028
C  6.211  -4.064  -1.912  -0.8568
H  -5.515  1.462  0.748  0.3838
C  2.397  1.605  2.692  -1.2493
C  0.901  -2.382  0.454  -0.9480
H  -6.430  2.668  -1.198  0.3680
H  3.438  1.935  2.733  0.3923
H  4.903  -3.427  -3.825  -0.2270

Net charge   -1
HOMO   -4.434 eV
2S+1   1

=====

Record 3
The following is a DFT calculation (ωB97M-V/def2-TZVPD) of a structure of composition C15H36CuN7O9 in a non-equilibrium geometry.

Each line ends with the Mulliken spin population.
Positions of all 68 atoms, in Å:
H  -3.649  -3.093  2.848  0.0000
O  0.651  1.656  -3.346  -0.0002
C  2.085  0.933  4.369  0.0002
H  -5.123  -0.454  4.611  0.0000
H  -0.774  -5.593  1.439  0.0000
H  2.288  2.629  5.415  0.0000
H  2.799  -0.853  5.101  0.0000
O  -0.780  5.153  1.786  0.5708
N  2.373  2.204  4.503  0.0001
N  0.238  2.538  -5.374  0.0000
N  -5.169  0.635  -2.891  0.0000
O  1.620  0.544  3.333  0.0001
N  -4.268  -0.153  4.166  0.0000
Cu  -0.123  0.110  -0.078  0.0001
H  4.621  -2.999  -1.729  0.0000
H  -1.537  3.194  -4.396  -0.0001
H  -6.197  1.758  -0.422  0.0000
C  0.486  -4.870  -0.252  0.0000
N  -1.324  4.584  0.850  -0.0310
H  -2.646  0.967  4.969  0.0000
H  -1.132  4.212  -5.638  0.0000
C  2.376  0.050  5.541  0.0000
O  -2.702  -0.634  2.613  0.0000
H  -4.677  1.789  0.244  0.0002
H  -6.041  1.133  -2.997  0.0000
C  -4.545  0.751  -1.725  0.0001
N  5.952  -0.306  -1.819  0.0000
C  -0.648  3.618  -4.863  0.0002
C  5.949  1.143  -1.808  0.0000
H  -4.284  1.488  5.456  0.0000
H  -3.643  1.713  3.793  0.0001
C  -3.737  -0.921  3.211  0.0000
C  5.356  -2.508  -1.091  0.0000
O  -1.023  3.454  0.701  0.1868
H  0.873  -5.393  1.816  0.0000
C  1.982  0.933  -5.153  0.0000
H  -0.169  4.289  -4.149  0.0001
C  4.960  -1.074  -1.267  0.0000
H  6.503  -0.823  -2.489  0.0000
H  1.525  0.085  -5.663  0.0000
C  -5.153  1.745  -0.736  -0.0005
H  2.605  1.493  -5.852  0.0000
C  -4.397  -2.317  3.009  0.0000
N  0.897  -5.559  -1.298  0.0000
H  -5.104  -2.155  2.196  0.0000
O  0.284  -3.627  -0.306  0.0000
H  0.241  2.274  -6.348  0.0000
H  2.173  2.784  3.700  -0.0002
O  3.807  -0.677  -1.031  0.0000
H  0.995  -6.557  -1.181  0.0000
H  -4.896  -0.094  -3.535  0.0000
O  -2.076  5.257  0.139  0.2732
H  1.436  -0.084  6.077  0.0000
H  5.184  -2.886  -0.083  0.0000
H  3.056  0.671  6.123  0.0000
C  0.864  1.712  -4.573  0.0000
H  0.337  -6.793  0.788  0.0000
H  6.402  -2.637  -1.366  0.0000
O  -3.428  0.277  -1.517  0.0002
H  -5.048  -2.642  3.820  0.0000
C  0.219  -5.733  1.012  0.0000
H  5.043  1.531  -2.274  0.0000
H  2.784  0.645  -4.474  0.0000
H  6.085  1.396  -0.756  0.0000
C  -3.687  1.049  4.656  -0.0001
H  -4.931  2.703  -1.206  0.0000
H  1.062  -5.202  -2.228  0.0000
H  6.795  1.534  -2.374  0.0000

⟨S²⟩   0.756
Net charge   +1
HOMO (alpha / beta)   -11.304 / -11.304 eV
ΔE to the lowest compared entry with this formula, charge and spin   80.84 kcal/mol
2S+1   2

=====

Record 4
The following is a DFT calculation (ωB97M-V/def2-TZVPD) of a structure of composition C15H36FNO10 in a non-equilibrium geometry.

Each line ends with the Mulliken charge.
Positions of all 63 atoms, in Å:
C  50.568  -62.694  35.058  -0.8606
O  51.116  -63.737  34.762  -0.1445
H  51.018  -60.395  31.444  0.2885
H  51.170  -68.958  33.917  0.4605
H  51.322  -64.576  36.719  0.3162
H  49.728  -62.812  35.599  0.4741
H  48.440  -68.224  33.095  0.3610
H  51.654  -65.831  31.696  -0.4853
H  50.882  -70.026  32.689  0.3109
C  47.096  -66.857  30.611  0.5842
H  54.989  -63.030  31.964  0.7301
H  51.441  -69.430  30.431  0.3359
H  51.204  -67.339  29.844  0.3709
H  52.543  -68.072  29.135  1.0795
F  50.086  -67.084  31.744  -0.2370
O  46.338  -66.883  29.725  -0.5577
H  51.289  -61.980  35.507  0.3841
C  48.900  -66.391  31.889  0.3423
H  52.431  -64.971  28.731  0.1698
O  54.045  -64.161  30.632  -0.0220
H  50.568  -62.189  31.241  0.4031
H  52.276  -64.588  32.389  0.2685
O  52.974  -66.691  30.152  -0.0249
O  48.196  -66.143  30.703  -0.4342
C  52.250  -67.609  29.829  -1.5325
H  55.829  -64.051  31.434  0.9404
H  50.045  -60.848  34.172  0.5920
C  52.439  -65.697  35.180  -0.4101
H  51.466  -66.239  34.771  -0.0483
H  52.500  -69.489  33.232  0.4026
H  48.850  -65.480  32.366  0.1774
H  54.571  -66.491  32.683  0.0223
C  52.178  -68.693  30.903  -0.5424
H  55.296  -65.343  29.758  0.5070
H  50.626  -64.770  32.710  -0.2768
H  53.245  -69.279  30.740  0.1432
C  51.940  -64.378  35.773  -0.7026
H  52.903  -63.704  35.980  0.3080
O  53.298  -65.540  34.075  -0.1302
H  49.441  -62.131  33.360  0.3582
H  55.818  -62.649  30.690  0.3240
C  54.410  -64.861  29.512  -0.7220
H  53.816  -67.517  33.958  0.2994
H  55.113  -66.434  34.541  0.3431
O  51.418  -61.749  32.927  -0.2928
C  51.224  -61.527  31.662  -0.8423
H  54.829  -64.125  28.820  0.4364
C  55.216  -63.470  31.207  -2.0521
C  48.009  -67.333  32.733  -0.5750
O  46.948  -67.540  31.794  -0.3871
H  47.791  -63.914  30.999  0.0706
H  51.201  -64.477  31.200  0.4434
H  47.404  -66.708  33.587  0.2044
C  53.234  -65.742  29.115  -0.9584
H  52.870  -66.218  35.927  0.7992
C  51.504  -69.198  33.020  -1.3310
O  48.443  -64.461  31.657  -0.6620
H  53.611  -66.275  28.394  0.7317
C  50.309  -61.788  33.758  -0.7744
H  52.152  -61.507  31.151  0.1900
O  51.590  -68.220  31.986  0.4174
N  51.438  -64.840  31.991  1.1562
C  54.282  -66.562  33.856  -0.7402

HOMO   -6.377 eV
ΔE to the lowest compared entry with this formula, charge and spin   199.24 kcal/mol
2S+1   1

=====

M, respectively: 746.64, 243.26, 522.04, 409.45 g mol⁻¹.